[1]
Computed, not measured: a structure of composition C22H58CrN5O12S5 in a non-equilibrium geometry, with wB97M-V/def2-TZVPD.

Geometry (Å):
1 Cr 2.82 1.70 -2.20
2 N 0.13 0.75 -0.22
3 O 0.20 0.09 0.85
4 O 1.10 0.65 -1.06
5 O -0.88 1.48 -0.51
6 C -2.39 -1.49 3.09
7 C -1.10 -1.91 3.77
8 O -1.00 -3.05 4.22
9 N -0.14 -0.97 3.80
10 C 1.20 -1.15 4.28
11 H -2.79 -2.29 2.47
12 H -2.33 -0.59 2.46
13 H -3.17 -1.39 3.85
14 H -0.33 -0.16 3.22
15 H 1.95 -0.93 3.52
16 H 1.36 -2.16 4.63
17 H 1.42 -0.41 5.05
18 C -1.45 2.68 3.19
19 C -0.36 2.58 4.22
20 O -0.63 2.27 5.37
21 N 0.92 2.76 3.80
22 C 2.08 2.73 4.68
23 H -2.25 1.95 3.23
24 H -0.99 2.65 2.19
25 H -1.91 3.67 3.25
26 H 1.07 3.15 2.89
27 H 2.45 3.73 4.91
28 H 2.82 2.09 4.20
29 H 1.86 2.30 5.65
30 C 0.06 5.67 0.21
31 C -1.34 5.41 0.71
32 O -1.87 6.16 1.51
33 N -2.00 4.35 0.18
34 C -3.37 4.01 0.47
35 H 0.26 5.23 -0.77
36 H 0.79 5.31 0.94
37 H 0.21 6.74 0.15
38 H -1.55 3.77 -0.50
39 H -3.54 3.31 1.28
40 H -3.92 3.66 -0.42
41 H -3.88 4.98 0.52
42 C 3.58 -4.61 1.14
43 C 2.65 -4.41 -0.02
44 O 3.04 -4.60 -1.17
45 N 1.42 -3.92 0.17
46 C 0.83 -3.51 1.47
47 H 3.72 -5.68 1.29
48 H 3.25 -4.10 2.04
49 H 4.55 -4.26 0.79
50 H 0.81 -3.87 -0.64
51 H -0.26 -3.52 1.43
52 H 1.01 -2.43 1.50
53 H 1.18 -4.16 2.26
54 C -0.99 3.84 -3.60
55 S 0.58 3.38 -4.34
56 O 1.39 2.86 -3.19
57 C 0.02 1.88 -5.18
58 H -1.37 2.98 -3.05
59 H -1.62 4.21 -4.42
60 H -0.88 4.72 -2.97
61 H 0.76 1.65 -5.94
62 H -0.94 2.06 -5.66
63 H 0.01 1.09 -4.43
64 C 6.15 -1.17 0.15
65 S 4.71 -0.09 0.07
66 O 3.99 0.05 -1.32
67 C 3.59 -0.90 1.21
68 H 7.00 -0.92 -0.47
69 H 5.86 -2.20 -0.05
70 H 6.52 -1.21 1.19
71 H 2.68 -0.29 1.13
72 H 3.90 -1.03 2.25
73 H 3.30 -1.92 0.92
74 C -3.42 -4.74 -1.33
75 S -1.84 -4.23 -0.62
76 O -0.85 -4.33 -1.75
77 C -2.17 -2.47 -0.45
78 H -4.02 -3.88 -1.63
79 H -4.02 -5.30 -0.61
80 H -3.12 -5.33 -2.19
81 H -1.31 -1.98 0.01
82 H -3.09 -2.23 0.09
83 H -2.26 -2.04 -1.46
84 C 1.27 -2.33 -2.86
85 S 2.39 -1.53 -4.01
86 O 2.47 -0.08 -3.61
87 C 3.87 -2.34 -3.46
88 H 1.44 -1.95 -1.86
89 H 1.40 -3.41 -2.93
90 H 0.25 -2.16 -3.20
91 H 4.77 -1.93 -3.92
92 H 3.79 -3.42 -3.57
93 H 4.04 -2.12 -2.40
94 C -6.41 0.91 -2.34
95 S -4.94 0.20 -3.12
96 O -4.65 1.04 -4.34
97 C -3.59 0.76 -2.02
98 H -7.26 0.38 -2.76
99 H -6.38 1.98 -2.53
100 H -6.40 0.77 -1.26
101 H -3.49 0.15 -1.12
102 H -3.69 1.82 -1.83
103 H -2.68 0.56 -2.58

Values from the calculation:
orbital gap (alpha / beta): 5.76 / 3.11 eV
LUMO energy (alpha / beta): -2.8 / -7.9 eV
total charge: +1
ΔE to the lowest compared entry with this formula, charge and spin: 0.0000 eV
multiplicity: 9
HOMO energy (alpha / beta): -0.3134 / -0.4055 Eh

Atomic partial charges in e from the Mulliken method, atoms 1 to 6: -0.05, 0.23, -0.13, 0.11, -0.41, -0.79

=====

[2]
Computed, not measured: a cluster of 9 separate species, C22H58N4O9S5 in total in a non-equilibrium geometry, with wB97M-V/def2-TZVPD.

Geometry (Å):
1 C -0.75 -1.24 8.68
2 C 0.28 -0.85 9.57
3 O 0.11 -0.67 10.77
4 N 1.52 -0.61 9.22
5 C 2.10 -0.79 7.95
6 H -0.30 -1.45 7.72
7 H -1.62 -0.63 8.45
8 H -1.16 -2.21 8.97
9 H 2.10 -0.30 9.99
10 H 1.41 -0.43 7.19
11 H 2.30 -1.83 7.69
12 H 2.99 -0.15 8.00
13 C -0.59 -0.20 1.73
14 C 0.57 0.17 0.85
15 O 1.51 0.89 1.34
16 N 0.47 -0.22 -0.43
17 C 1.63 0.04 -1.38
18 H -1.50 -0.10 1.15
19 H -0.62 0.51 2.55
20 H -0.56 -1.24 2.07
21 H -0.33 -0.75 -0.77
22 H 1.84 0.99 -1.87
23 H 1.93 -0.86 -1.91
24 H 2.53 -0.02 -0.78
25 C 0.14 -6.35 -8.76
26 C 1.24 -5.45 -9.13
27 O 2.02 -5.78 -9.97
28 N 1.23 -4.26 -8.50
29 C 2.22 -3.22 -8.72
30 H -0.19 -6.91 -9.64
31 H -0.78 -5.90 -8.39
32 H 0.32 -6.99 -7.90
33 H 0.45 -3.99 -7.92
34 H 3.03 -3.49 -9.39
35 H 2.77 -2.95 -7.81
36 H 1.73 -2.28 -8.96
37 C -0.98 -9.38 2.16
38 C -0.79 -8.24 1.25
39 O -1.74 -7.42 1.14
40 N 0.40 -7.99 0.72
41 C 0.79 -6.82 -0.03
42 H -1.41 -9.14 3.13
43 H 0.03 -9.68 2.44
44 H -1.67 -10.15 1.81
45 H 1.03 -8.77 0.76
46 H 0.67 -5.91 0.55
47 H 0.40 -6.69 -1.04
48 H 1.88 -6.81 -0.08
49 C -0.76 5.49 7.29
50 S 1.08 5.67 7.03
51 O 1.42 6.97 6.28
52 C 1.47 5.76 8.85
53 H -1.28 5.79 6.38
54 H -0.99 6.18 8.10
55 H -1.13 4.48 7.49
56 H 0.85 5.01 9.35
57 H 1.17 6.72 9.27
58 H 2.51 5.54 9.06
59 C -5.45 -1.78 -3.53
60 S -5.04 -2.97 -4.94
61 O -3.50 -2.99 -4.99
62 C -5.51 -4.60 -4.23
63 H -4.80 -1.85 -2.66
64 H -6.44 -1.98 -3.12
65 H -5.44 -0.75 -3.88
66 H -4.74 -4.91 -3.52
67 H -5.35 -5.34 -5.01
68 H -6.49 -4.65 -3.76
69 C 4.42 4.06 -10.81
70 S 3.79 4.59 -9.15
71 O 3.71 3.49 -8.14
72 C 5.16 5.85 -8.73
73 H 3.99 3.14 -11.21
74 H 5.50 3.89 -10.74
75 H 4.43 4.86 -11.54
76 H 4.95 6.79 -9.25
77 H 6.18 5.56 -8.99
78 H 5.07 6.16 -7.69
79 C 6.47 4.92 -0.10
80 S 5.60 6.58 0.06
81 O 6.54 7.45 -0.71
82 C 4.12 6.01 -1.08
83 H 6.30 4.39 -1.04
84 H 6.35 4.30 0.79
85 H 7.53 5.05 0.14
86 H 3.53 5.38 -0.42
87 H 4.56 5.46 -1.91
88 H 3.60 6.88 -1.48
89 C -8.01 4.72 4.05
90 S -7.21 3.17 4.51
91 O -7.42 2.20 3.38
92 C -8.41 2.79 5.78
93 H -7.67 5.10 3.08
94 H -8.00 5.33 4.96
95 H -9.06 4.42 4.02
96 H -8.38 3.45 6.65
97 H -8.39 1.77 6.18
98 H -9.44 2.97 5.48

Values from the calculation:
orbital gap: 8.94 eV
LUMO energy: 0.1 eV
ΔE to the lowest compared entry with this formula, charge and spin: 5.8150 eV
HOMO energy: -0.3237 Eh

Atomic partial charges in e from the Mulliken method, atoms 1 to 6: -0.90, 0.66, -0.69, -0.15, -0.90, 0.29